Entry 1:
{
  "formula": "C27H34F3GeN4O8SSeTi",
  "method": "wB97M-V/def2-TZVPD",
  "multiplicity": 2,
  "de_lowest_ev": 0.0000,
  "energy_ev": -214860.116,
  "fmax_ev_per_a": 0.45,
  "total_charge": -2,
  "lumo_ha": [0.14796, 0.14799],
  "e_homo_ev": [-2.56, -2.46],
  "orbital_gap_ev": [6.58, 6.48],
  "symbols": ["Ti", "N", "C", "C", "C", "C", "N", "H", "H", "H", "H", "H", "H", "H", "H", "H", "H", "H", "H", "N", "C", "O", "C", "C", "H", "H", "H", "H", "H", "H", "C", "C", "C", "C", "C", "C", "Ge", "C", "C", "C", "C", "C", "C", "C", "C", "C", "C", "C", "C", "H", "H", "H", "H", "H", "H", "H", "H", "H", "H", "H", "H", "H", "H", "H", "N", "C", "H", "F", "C", "F", "F", "S", "O", "O", "O", "O", "Se", "O", "O", "O"],
  "positions_angstrom": [[-0.6695, 0.0485, 0.8860], [0.5879, 0.7861, 2.6258], [1.0968, -0.0371, 3.7327], [0.0089, -0.9244, 4.3276], [-1.3212, -0.2204, 4.6564], [-2.4704, -0.6740, 3.7645], [-2.3837, -0.1259, 2.4013], [1.3645, 1.2673, 2.1725], [0.0274, 1.5433, 3.0308], [1.5250, 0.6082, 4.5091], [1.9014, -0.6652, 3.3464], [0.4136, -1.3970, 5.2272], [-0.1931, -1.7230, 3.6125], [-1.2312, 0.8678, 4.5793], [-1.6019, -0.4281, 5.6923], [-3.4267, -0.3880, 4.2132], [-2.4697, -1.7654, 3.6949], [-2.4984, 0.8871, 2.4740], [-3.2151, -0.4712, 1.9029], [-2.5117, -3.3438, -0.8121], [-1.7386, -2.4849, -0.1431], [-1.8473, -1.2636, -0.3349], [-0.7877, -3.0153, 0.8892], [0.3218, -1.9851, 1.1173], [-3.2381, -2.9901, -1.4156], [-2.4137, -4.3288, -0.6604], [-0.4570, -4.0203, 0.5882], [-1.3913, -3.1459, 1.7979], [0.9962, -2.0446, 0.2553], [0.9209, -2.2603, 1.9893], [1.3568, 4.1112, -4.2303], [1.0752, 4.3559, -2.8935], [1.0477, 3.3086, -1.9799], [1.3030, 1.9934, -2.3769], [1.5834, 1.7681, -3.7264], [1.6133, 2.8105, -4.6447], [1.2362, 0.5248, -1.0312], [1.4464, -1.0754, -2.2234], [0.3111, -1.5412, -2.8956], [0.3562, -2.6753, -3.6965], [1.5433, -3.3848, -3.8368], [2.6811, -2.9425, -3.1759], [2.6279, -1.8006, -2.3826], [3.0745, 0.6702, -0.2285], [3.4890, -0.2648, 0.7272], [4.7161, -0.1632, 1.3710], [5.5673, 0.8952, 1.0802], [5.1760, 1.8397, 0.1413], [3.9492, 1.7236, -0.5026], [1.3670, 4.9257, -4.9464], [0.8567, 5.3628, -2.5567], [0.8277, 3.5230, -0.9386], [1.7788, 0.7582, -4.0702], [1.8307, 2.6062, -5.6880], [-0.6258, -1.0016, -2.7880], [-0.5394, -3.0104, -4.2086], [1.5800, -4.2748, -4.4553], [3.6135, -3.4878, -3.2800], [3.5276, -1.4668, -1.8755], [2.8326, -1.0941, 0.9752], [5.0057, -0.9073, 2.1060], [6.5220, 0.9867, 1.5860], [5.8276, 2.6762, -0.0873], [3.6606, 2.4753, -1.2285], [-2.5656, 3.3682, -1.7713], [-2.3384, 2.2391, -2.1103], [-2.3263, 3.8088, -0.8689], [-5.0337, -2.1027, -1.8811], [-5.9495, -2.0499, -0.8626], [-5.9280, -3.2667, -0.2818], [-7.1457, -1.9320, -1.4624], [-5.5456, -0.5742, 0.3467], [-6.9250, -0.1422, 0.6408], [-2.1450, 1.1784, -2.5714], [-4.9053, -1.3490, 1.4491], [0.6718, 3.5499, 1.2985], [-0.9260, 3.3446, 1.4688], [-1.3493, 3.0703, 3.0223], [-1.2839, 1.8632, 0.7110], [-1.8217, 4.4636, 0.7131]]
}

Entry 2:
{
  "formula": "C49H48ClHfN3O2P2",
  "method": "wB97M-V/def2-TZVPD",
  "multiplicity": 1,
  "de_lowest_ev": 0.0000,
  "energy_ev": -92556.041,
  "fmax_ev_per_a": 0.52,
  "total_charge": 2,
  "lumo_ha": -0.22190,
  "e_homo_ev": -12.54,
  "orbital_gap_ev": 6.50,
  "symbols": ["Hf", "C", "N", "C", "C", "C", "C", "C", "C", "C", "N", "C", "C", "C", "C", "C", "C", "N", "C", "C", "H", "H", "H", "H", "H", "H", "H", "H", "H", "H", "H", "H", "H", "H", "H", "H", "H", "H", "H", "H", "C", "C", "P", "C", "C", "C", "C", "C", "C", "C", "C", "C", "C", "C", "C", "P", "C", "C", "C", "C", "C", "C", "C", "C", "C", "C", "C", "C", "H", "H", "H", "H", "H", "H", "H", "H", "H", "H", "H", "H", "H", "H", "H", "H", "H", "H", "H", "H", "H", "H", "H", "H", "Cl", "C", "C", "C", "C", "O", "C", "C", "O", "C", "H", "H", "H", "H"],
  "positions_angstrom": [[0.7171, 0.2169, 0.8380], [1.1885, -0.3258, 4.0012], [0.0305, -0.3985, 3.0395], [-1.0460, 0.4225, 3.6342], [-0.2818, -1.8316, 2.9914], [-1.1253, -2.4199, 3.9160], [-1.1743, -3.8011, 4.0205], [-0.3174, -4.5570, 3.2446], [0.5085, -3.9659, 2.2988], [0.4964, -2.5844, 2.0988], [1.1881, -1.8271, 1.1253], [2.1238, -2.3886, 0.2303], [2.1620, -3.7075, -0.2389], [3.1634, -4.1285, -1.1006], [4.1274, -3.2486, -1.5596], [4.0604, -1.9211, -1.1737], [3.0639, -1.4999, -0.3084], [2.9987, -0.1150, 0.1622], [3.4136, 0.8675, -0.8656], [3.9684, -0.0352, 1.3015], [0.9019, -0.8477, 4.9132], [1.4201, 0.7075, 4.2300], [2.0558, -0.8169, 3.5701], [-1.1565, 0.2075, 4.6975], [-1.9904, 0.2359, 3.1337], [-0.7806, 1.4740, 3.5338], [-1.7319, -1.8153, 4.5763], [-1.8388, -4.2701, 4.7334], [-0.2863, -5.6324, 3.3626], [1.1699, -4.6146, 1.7552], [1.3806, -4.4069, 0.0028], [3.1729, -5.1607, -1.4278], [4.9089, -3.5822, -2.2287], [4.7897, -1.2164, -1.5529], [4.5000, 0.9257, -0.9452], [3.0351, 1.8575, -0.6035], [3.0035, 0.5710, -1.8234], [4.9322, -0.4129, 0.9605], [3.6176, -0.6518, 2.1244], [4.0823, 0.9916, 1.6304], [-1.5563, -0.1034, -2.4970], [-2.5253, 0.3637, -1.4308], [-2.1298, -0.0818, 0.3109], [-3.3780, 1.0000, 1.0759], [-4.7321, 0.7169, 0.8730], [-5.7088, 1.5915, 1.3215], [-5.3469, 2.7718, 1.9568], [-4.0055, 3.0812, 2.1271], [-3.0277, 2.2025, 1.6859], [-2.6337, -1.8078, 0.5161], [-3.5428, -2.2512, 1.4728], [-3.8421, -3.6024, 1.5741], [-3.2426, -4.5189, 0.7244], [-2.3166, -4.0881, -0.2158], [-2.0020, -2.7430, -0.3089], [0.2351, 0.2009, -2.1919], [0.5440, 1.8705, -2.8618], [-0.4604, 2.8336, -2.8657], [-0.2325, 4.0999, -3.3874], [1.0098, 4.4271, -3.9041], [2.0182, 3.4721, -3.9185], [1.7857, 2.2045, -3.4110], [0.9049, -0.8965, -3.4774], [0.8192, -0.5198, -4.8234], [1.1801, -1.4092, -5.8203], [1.6182, -2.6862, -5.4894], [1.6866, -3.0710, -4.1612], [1.3299, -2.1796, -3.1580], [-1.8056, 0.3377, -3.4648], [-1.6283, -1.1841, -2.6302], [-3.5251, -0.0237, -1.6378], [-2.6196, 1.4496, -1.4105], [-5.0326, -0.1901, 0.3632], [-6.7532, 1.3541, 1.1672], [-6.1104, 3.4543, 2.3064], [-3.7171, 4.0110, 2.6003], [-1.9844, 2.4703, 1.7979], [-4.0177, -1.5539, 2.1498], [-4.5517, -3.9372, 2.3197], [-3.4873, -5.5704, 0.8015], [-1.8339, -4.8015, -0.8720], [-1.2480, -2.4290, -1.0236], [-1.4431, 2.6013, -2.4810], [-1.0361, 4.8262, -3.4011], [1.1887, 5.4121, -4.3148], [2.9828, 3.7067, -4.3501], [2.5660, 1.4594, -3.4999], [0.4695, 0.4679, -5.0953], [1.1132, -1.1103, -6.8583], [1.8999, -3.3794, -6.2713], [2.0212, -4.0665, -3.8990], [1.3782, -2.4948, -2.1262], [0.9617, 7.7666, 1.7225], [0.7087, 6.1021, 1.3600], [-0.3434, 5.7381, 0.4969], [-0.5835, 4.4289, 0.1611], [0.2332, 3.4091, 0.6746], [0.0420, 2.1544, 0.3634], [1.2556, 3.7759, 1.5913], [1.9958, 2.7806, 2.2474], [1.8418, 1.5358, 2.1141], [1.4948, 5.1357, 1.9131], [-0.9749, 6.5214, 0.0960], [-1.4034, 4.1689, -0.4925], [2.7590, 3.1018, 2.9639], [2.2864, 5.3996, 2.6040]]
}

Entry 3:
{
  "formula": "C14H30N3O4S",
  "method": "wB97M-V/def2-TZVPD",
  "multiplicity": 1,
  "energy_ev": -38486.086,
  "fmax_ev_per_a": 11.25,
  "total_charge": 1,
  "lumo_ha": -0.12609,
  "e_homo_ev": -11.57,
  "orbital_gap_ev": 8.14,
  "symbols": ["N", "C", "C", "O", "S", "O", "O", "N", "C", "O", "H", "H", "H", "H", "H", "H", "C", "C", "C", "C", "N", "C", "C", "C", "C", "C", "C", "C", "H", "H", "H", "H", "H", "H", "H", "H", "H", "H", "H", "H", "H", "H", "H", "H", "H", "H", "H", "H", "H", "H", "H", "H"],
  "positions_angstrom": [[2.4148, -0.6267, 5.0712], [1.0413, 0.0193, 4.9483], [0.1679, -0.4930, 3.6521], [-0.0874, -1.9427, 3.6151], [-1.4509, -2.3859, 4.5371], [-0.9929, -3.6509, 5.3541], [-1.9017, -1.1988, 5.6743], [-3.0351, -0.5661, 5.3208], [-2.8582, 0.7878, 5.6335], [-2.4323, 2.0689, 5.4536], [2.3243, -1.6739, 5.1333], [2.8101, -0.2776, 5.9959], [0.4731, -0.1521, 5.9569], [1.2484, 1.1799, 4.7618], [-0.8511, 0.0979, 3.6211], [0.7938, -0.1682, 2.6889], [-0.1985, 2.6224, 0.1296], [-0.1547, 2.9397, -1.3562], [-1.0072, 2.0317, -2.2572], [-0.8670, 0.5166, -2.1026], [0.4152, -0.1900, -2.6274], [0.0583, -1.2335, -3.7119], [-0.1268, -0.4105, -4.9683], [0.9631, 0.6376, -4.8872], [1.3881, 0.7087, -3.4255], [1.1647, -0.8698, -1.4566], [0.5004, -2.1296, -0.8697], [-0.7963, -1.9543, -0.0946], [0.1684, 1.6175, 0.3481], [0.4467, 3.3233, 0.6711], [-1.2127, 2.7206, 0.5260], [0.8914, 2.9498, -1.6641], [-0.5077, 3.9682, -1.4966], [-0.8909, 2.3249, -3.3063], [-2.0555, 2.2601, -2.0124], [-1.7189, 0.0340, -2.5943], [-0.9572, 0.2924, -1.0430], [0.9154, -1.9115, -3.8106], [-0.8327, -1.7915, -3.4170], [-1.1073, 0.0702, -4.9754], [-0.0434, -1.0161, -5.8758], [0.6099, 1.6078, -5.2512], [1.8240, 0.3624, -5.5055], [1.4099, 1.7191, -3.0378], [2.3981, 0.2939, -3.3177], [1.3362, -0.1024, -0.6946], [2.1409, -1.1750, -1.8498], [1.2259, -2.5663, -0.1712], [0.3503, -2.8883, -1.6451], [-0.7118, -1.1568, 0.6509], [-1.0418, -2.8780, 0.4401], [-1.6403, -1.7448, -0.7580]]
}